C24H77NO28 | wB97M-V/def2-TZVPD

Geometry as XYZ:
```
130
Properties=species:S:1:pos:R:3:forces:R:3:lowdin_charge:R:1
C 3.183 3.713 3.482 0.7 -1.7 -2.2 0.0158
C 3.388 2.724 2.353 0.2 1.4 0.4 -0.1432
C 3.689 3.130 0.794 -1.2 0.6 -2.9 -0.0817
C 5.252 3.434 0.321 -2.3 0.2 -2.9 -0.0206
C 5.657 3.810 -1.243 -4.4 -0.7 0.8 -0.0430
C 4.474 3.931 -2.380 -1.4 -1.0 4.1 -0.0024
C 2.929 3.630 -1.900 1.6 -0.2 1.6 -0.0252
C 2.503 3.225 -0.334 3.2 0.6 -1.4 0.0337
C 0.888 2.904 -0.040 -2.0 1.3 2.9 -0.1634
O 0.257 3.351 1.051 3.9 -2.8 -6.4 -0.0398
C 0.142 2.028 -1.254 -1.0 -1.3 -2.7 0.0221
C 0.563 2.439 -2.820 -1.6 -2.1 0.3 -0.0452
C -0.085 1.634 -4.102 -0.7 -0.6 4.4 -0.0088
C -1.143 0.408 -3.765 0.9 1.1 2.6 0.0135
C -1.615 -0.044 -2.256 3.0 3.3 -1.0 -0.0564
C -2.671 -1.288 -2.014 0.7 0.3 0.1 -0.1054
C -1.953 -2.682 -1.520 2.4 -2.4 1.8 -0.2606
C -2.507 -4.113 -2.181 0.0 0.2 -0.1 -0.0649
N -0.941 -2.797 -0.598 -3.7 0.4 -3.4 0.0763
C -0.943 0.826 -0.995 1.3 0.7 -1.5 -0.0117
C -1.335 0.525 0.601 -0.8 0.4 -1.0 -0.1557
C -2.739 1.397 0.857 1.1 -0.3 0.2 -0.1899
C -3.269 1.326 2.411 -1.1 1.3 -0.2 -0.2131
C -4.939 1.337 2.328 1.0 -0.4 -1.0 -0.2354
C -5.380 -0.199 1.933 0.4 1.1 -0.2 -0.1424
C 1.667 3.683 -2.998 -0.6 2.7 -2.2 -0.2140
O 1.538 4.662 -3.907 0.8 -6.0 5.2 -0.0400
H 2.124 4.182 3.648 2.7 0.5 -1.1 0.0675
H 4.130 3.907 4.155 -2.9 -1.4 -0.2 0.0781
H 3.373 1.588 2.635 1.8 2.1 -0.6 0.1036
H 6.130 3.362 1.095 -2.1 0.1 -1.5 0.0982
H 6.763 3.993 -1.590 -2.4 -0.4 1.0 0.0914
H 4.668 4.201 -3.523 -0.4 -0.6 2.9 0.1206
H 0.196 1.920 -5.226 -0.7 -0.8 3.0 0.1101
H -1.596 -0.204 -4.671 1.1 1.5 2.0 0.0965
H -3.244 -1.500 -3.037 1.3 0.5 2.3 0.1288
H -3.449 -0.983 -1.172 1.6 -0.6 -1.8 0.1169
H -2.110 -4.249 -3.297 -1.2 0.7 2.3 0.0755
H -2.113 -5.050 -1.588 -0.7 2.3 -1.0 0.0562
H -3.684 -4.159 -2.131 2.3 0.3 -0.4 0.0819
H -0.706 -3.825 -0.459 -0.8 1.5 -0.5 0.0183
H -1.550 -0.610 0.788 0.5 2.1 -0.7 0.0949
H -0.474 0.847 1.329 -1.6 -0.4 -1.6 0.1086
H -2.499 2.512 0.523 -0.7 -2.4 0.8 0.1224
H -3.543 0.925 0.149 1.4 1.1 1.3 0.0898
H -2.874 0.384 3.003 -0.8 1.9 -1.3 0.1137
H -2.995 2.338 2.980 -0.1 -2.3 -1.2 0.1044
H -5.443 1.755 3.298 1.1 -1.0 -1.9 0.0890
H -5.198 2.027 1.400 0.4 -1.3 2.3 0.0755
H -5.366 -0.250 0.748 -0.4 -0.1 2.7 0.0528
H -4.555 -0.921 2.348 -1.9 1.2 -0.7 0.0702
H -6.432 -0.420 2.403 2.2 0.1 -1.3 0.0780
O -1.763 4.399 -4.065 -0.1 0.1 0.1 -0.0533
H -0.796 4.361 -4.008 0.0 0.0 -0.1 0.0057
H -2.038 4.677 -3.178 0.0 -0.1 -0.3 0.0636
O -2.518 -4.446 -5.615 0.3 -0.1 -0.2 -0.0735
H -2.069 -5.267 -5.869 -0.1 0.4 0.1 0.0367
H -2.710 -4.013 -6.460 0.0 -0.2 0.3 0.0247
O -5.932 2.886 -0.408 -0.2 0.2 -0.6 -0.0633
H -5.436 3.497 -0.973 -0.1 -0.2 0.2 0.0436
H -6.729 2.686 -0.922 0.2 0.0 0.2 0.0474
O 6.748 0.327 -0.414 0.4 0.3 -0.1 -0.0528
H 6.238 1.150 -0.378 -0.1 -0.1 0.0 0.0255
H 7.629 0.609 -0.702 -0.3 -0.2 0.0 0.0727
O 4.615 -1.826 -0.381 -0.1 0.2 0.1 -0.0582
H 5.401 -1.364 -0.709 -0.2 0.0 0.1 0.0097
H 4.297 -1.264 0.341 0.2 -0.2 -0.2 0.0413
O -0.633 -5.791 -0.248 -0.4 -0.8 -0.1 -0.0968
H -0.528 -6.379 0.516 0.1 0.3 -0.2 0.0632
H 0.175 -5.931 -0.763 -0.1 0.2 0.3 0.0544
O 7.386 -1.100 2.027 0.3 -0.4 -0.1 -0.0749
H 7.834 -1.921 1.774 -0.2 0.2 0.2 0.0188
H 7.194 -0.667 1.182 -0.2 0.1 0.1 -0.0199
O -3.728 -5.481 -7.874 -0.4 -0.5 -0.3 -0.0626
H -4.601 -5.676 -8.247 0.2 0.0 0.1 0.0624
H -3.458 -6.315 -7.461 -0.1 0.3 -0.1 0.0570
O -5.770 -1.986 4.215 0.0 -0.2 0.6 -0.0809
H -6.142 -1.415 4.904 0.2 -0.2 -0.2 0.0463
H -5.273 -2.655 4.708 -0.3 0.1 0.0 0.0134
O -4.052 1.338 5.414 0.1 0.4 0.3 -0.0748
H -4.562 2.162 5.451 0.2 -0.3 0.0 0.0409
H -3.171 1.621 5.126 -0.3 -0.1 0.0 0.0255
O -4.097 -2.765 -9.366 -0.2 -0.2 0.4 -0.0629
H -3.853 -3.594 -8.928 0.1 0.2 -0.1 -0.0093
H -4.736 -2.360 -8.761 0.2 -0.1 -0.3 0.0407
O 7.903 -4.244 2.764 -0.2 -0.2 0.4 -0.0523
H 8.147 -5.073 3.202 0.0 0.1 -0.1 0.0588
H 7.264 -3.839 3.370 0.3 0.2 -0.1 0.0667
O -3.215 5.354 -6.901 -0.1 -0.5 0.2 -0.0660
H -4.053 4.869 -6.875 0.2 0.2 0.0 0.0342
H -2.718 5.002 -6.147 0.0 0.3 0.0 -0.0064
O 1.643 -2.579 -1.997 0.4 0.0 0.4 -0.0832
H 2.558 -2.481 -1.695 -0.1 0.1 -0.1 0.0071
H 1.113 -2.315 -1.229 -0.2 0.0 -0.3 -0.0158
O 5.292 -5.281 1.681 0.2 -0.2 -0.1 -0.0665
H 5.635 -5.681 0.868 -0.1 0.2 0.3 0.0427
H 6.087 -4.973 2.143 -0.1 0.0 -0.4 -0.0161
O 10.648 -5.433 2.736 0.2 0.4 -0.1 -0.0683
H 10.138 -4.609 2.773 0.1 -0.1 -0.1 0.0088
H 11.529 -5.150 2.449 -0.3 -0.2 0.1 0.0431
O -1.008 4.690 3.745 0.4 0.0 0.0 -0.0723
H -0.665 4.290 2.932 -0.1 0.0 0.1 -0.0032
H -0.213 4.998 4.207 -0.3 -0.1 -0.2 0.0245
O 3.403 3.766 6.428 0.0 -0.1 -0.2 -0.0977
H 3.647 2.937 6.866 -0.2 0.5 0.0 0.0367
H 2.764 4.171 7.034 0.5 -0.3 0.0 0.0134
O -1.902 1.455 -6.549 0.1 0.4 -0.2 -0.0715
H -2.258 2.208 -6.053 0.2 -0.2 -0.1 0.0184
H -1.326 1.863 -7.212 -0.3 -0.1 0.1 0.0541
O 1.648 -5.019 0.563 0.6 0.5 0.0 -0.0669
H 1.138 -4.196 0.600 0.1 -0.3 0.0 0.0291
H 2.529 -4.737 0.275 -0.1 -0.1 0.2 0.0470
O 2.485 3.559 8.904 -0.5 -0.4 0.5 -0.0590
H 1.647 3.074 8.930 0.2 0.2 0.0 0.0605
H 2.982 3.208 9.657 0.0 0.1 0.0 0.0242
O 3.561 1.309 -3.960 -0.2 0.2 -0.4 -0.0562
H 2.870 0.967 -4.546 0.2 0.0 0.3 0.0369
H 3.383 2.260 -3.917 0.2 -0.5 0.0 -0.0238
O 3.385 1.746 11.317 -0.2 -0.3 0.2 -0.0557
H 2.802 0.984 11.181 0.2 0.2 0.0 0.0499
H 3.626 1.692 12.254 0.0 0.1 -0.3 0.0511
O -4.795 3.232 -4.409 0.2 -0.4 0.0 -0.0600
H -4.944 2.306 -4.163 0.0 0.3 -0.1 0.0425
H -3.847 3.272 -4.607 -0.1 0.1 0.3 -0.0076
O -5.615 -4.396 6.161 -0.1 -0.4 0.4 -0.0565
H -6.453 -4.881 6.188 0.3 0.2 -0.1 0.0486
H -5.118 -4.747 6.915 -0.1 0.2 -0.3 0.0457
O -6.728 -1.603 -0.494 -0.4 -0.5 -0.3 -0.0768
H -7.601 -1.799 -0.867 0.3 0.1 0.1 0.0404
H -6.458 -2.437 -0.081 0.0 0.3 0.0 0.0454
```
Forces are in eV/Å.

Results
E_tot: -84931.208 eV
HOMO-LUMO gap: 6.0 eV
highest occupied orbital energy: -7.613 eV
multiplicity: 1